ORCA calculation (ωB97M-V/def2-TZVPD) on one molecule with the formula C21H31N5S.

max |F| = 0.790 eV/A
multiplicity = 1
SMILES = CCCCNC(=S)Nc1ccc2nc(N3CCN(CC)CC3)cc(C)c2c1
total charge = 0
molar mass = 385.6 g mol⁻¹
relative energy (zero: lowest compared OMol25 entry of this formula, charge and spin) = 0.4 kcal per mole
HOMO level = -7.5 eV
E = -40567.1985 eV

Last column: Löwdin charge in e.
Geometry (Å):
C1 -0.352 -6.068 -3.766  -0.1145
C2 -0.418 -4.699 -4.432  -0.2731
C3 0.953 -4.029 -4.482  -0.2016
C4 0.897 -2.650 -5.143  -0.2262
N1 0.117 -1.717 -4.371  -0.0039
C5 -1.102 -1.273 -4.724  -0.8765
S1 -1.761 -1.510 -6.224  0.6161
N2 -1.804 -0.534 -3.822  0.0361
C6 -1.536 -0.299 -2.466  -0.2399
C7 -1.057 -1.325 -1.626  -0.0300
C8 -0.816 -1.080 -0.304  0.0018
C9 -1.053 0.193 0.254  -0.2222
N3 -0.778 0.373 1.555  0.1526
C10 -1.011 1.547 2.114  -0.2720
N4 -0.784 1.645 3.455  -0.0746
C11 -0.537 2.887 4.147  -0.1356
C12 0.973 3.143 4.236  -0.1729
N5 1.585 2.041 4.947  -0.1923
C13 2.949 2.271 5.376  -0.2529
C14 3.993 2.448 4.269  -0.0849
C15 1.369 0.796 4.235  -0.1701
C16 -0.138 0.541 4.135  -0.1394
C17 -1.555 2.628 1.361  0.0505
C18 -1.837 2.478 0.035  -0.2046
C19 -2.411 3.609 -0.760  -0.0404
C20 -1.577 1.217 -0.579  -0.1156
C21 -1.808 0.943 -1.935  0.0386
H1 0.320 -6.725 -4.313  0.0704
H2 -1.337 -6.527 -3.742  0.0685
H3 0.011 -5.980 -2.744  0.0694
H4 -1.119 -4.064 -3.885  0.0950
H5 -0.802 -4.803 -5.449  0.1100
H6 1.351 -3.929 -3.468  0.1103
H7 1.643 -4.655 -5.050  0.1140
H8 1.910 -2.249 -5.259  0.1199
H9 0.430 -2.722 -6.128  0.0632
H10 0.459 -1.483 -3.450  0.1269
H11 -2.582 -0.032 -4.225  0.1179
H12 -0.924 -2.321 -2.022  0.1060
H13 -0.454 -1.859 0.349  0.1134
H14 -1.031 3.723 3.656  0.1051
H15 -0.938 2.790 5.161  0.1284
H16 1.160 4.067 4.788  0.1252
H17 1.368 3.257 3.210  0.1261
H18 3.233 1.422 6.004  0.1122
H19 2.939 3.165 6.007  0.1118
H20 3.757 3.308 3.647  0.0640
H21 4.043 1.563 3.639  0.0646
H22 4.972 2.607 4.714  0.0692
H23 1.845 -0.014 4.791  0.1251
H24 1.784 0.816 3.213  0.1236
H25 -0.336 -0.369 3.572  0.1083
H26 -0.561 0.468 5.140  0.1261
H27 -1.763 3.573 1.837  0.1004
H28 -3.373 3.325 -1.184  0.0894
H29 -1.745 3.876 -1.580  0.0896
H30 -2.555 4.485 -0.132  0.0778
H31 -2.205 1.713 -2.580  0.1156

Cartesian forces, eV/Å:
C -0.1 0.2 -0.1
C 0.3 -0.1 0.1
C -0.4 0.2 -0.2
C 0.4 -0.4 -0.2
N -0.3 0.3 0.5
C 0.2 0.2 -0.1
S -0.4 -0.1 -0.6
N -0.2 0.1 0.0
C 0.1 0.3 0.3
C -0.1 0.0 0.1
C 0.0 0.0 -0.2
C -0.2 0.3 -0.5
N 0.1 0.3 0.6
C -0.1 -0.6 -0.5
N -0.1 0.0 0.3
C 0.2 0.4 -0.1
C -0.3 0.0 0.1
N -0.1 0.0 0.0
C 0.2 0.0 -0.1
C -0.3 -0.1 0.2
C -0.3 -0.1 0.1
C 0.3 -0.4 0.0
C 0.0 0.1 -0.3
C 0.1 0.1 0.3
C 0.0 0.0 0.1
C 0.1 -0.4 0.4
C 0.1 -0.3 -0.2
H 0.1 -0.1 0.0
H -0.1 -0.1 0.0
H 0.0 -0.1 0.1
H -0.1 0.0 -0.1
H -0.1 0.1 0.0
H 0.1 -0.1 0.1
H 0.1 0.0 0.0
H -0.1 0.0 -0.1
H 0.2 0.1 0.1
H 0.0 0.0 -0.1
H 0.1 -0.2 0.0
H 0.0 -0.1 0.0
H 0.0 -0.1 0.1
H 0.0 0.0 0.0
H 0.0 0.1 -0.1
H 0.0 0.0 0.0
H 0.0 0.1 0.0
H 0.0 0.1 0.1
H 0.0 -0.1 0.1
H 0.0 0.1 -0.1
H 0.1 -0.1 -0.1
H 0.1 0.0 0.0
H 0.0 0.0 0.0
H 0.0 0.0 0.0
H 0.0 0.1 0.2
H 0.0 0.0 0.0
H 0.0 0.1 0.0
H -0.1 0.0 -0.1
H 0.0 0.0 -0.1
H 0.0 0.0 0.0
H 0.0 0.1 -0.1



ORCA calculation (ωB97M-V/def2-TZVPD) on C25H52AgF5N2O13S3 as an isolated structure in a non-equilibrium geometry.

max |F| = 4.160 eV/A
multiplicity = 1
total charge = 0
molar mass = 887.8 g mol⁻¹
HOMO level = -8.0 eV
E = -106454.8759 eV

Last column: Löwdin charge in e.
Geometry (Å):
N1 2.630 0.021 -1.134  0.2821
H1 3.452 0.515 -0.792  0.1449
H2 2.788 -0.090 -2.140  0.1305
H3 1.765 0.582 -0.969  0.0378
H4 2.488 -0.900 -0.647  0.0857
Ag1 0.759 2.304 -2.995  0.8255
N2 0.460 1.723 -0.758  -0.3800
S1 0.479 2.534 0.645  0.4851
O1 0.842 1.752 1.773  -0.2460
O2 -0.454 3.585 0.740  -0.2168
F1 1.876 3.282 0.346  -0.1953
S2 -0.785 0.685 -0.461  0.4912
O3 -2.058 1.270 -0.307  -0.1950
O4 -0.444 -0.405 0.397  -0.2598
F2 -0.734 -0.028 -1.859  -0.1688
C1 -1.058 -0.004 -5.706  -0.6674
F3 -0.521 1.171 -6.064  0.1008
F4 -0.948 -0.201 -4.375  0.0508
F5 -2.360 0.066 -5.983  0.1287
S3 -0.195 -1.413 -6.506  0.4263
O5 -0.043 -1.014 -7.884  -0.3182
O6 1.059 -1.515 -5.782  -0.3365
O7 -1.041 -2.559 -6.267  -0.3292
C2 2.645 1.992 5.927  -0.0858
C3 2.713 2.444 4.619  -0.0921
C4 3.153 3.728 4.351  -0.0926
C5 3.626 4.518 5.394  -0.1001
C6 3.690 4.020 6.681  -0.0982
C7 3.185 2.755 6.948  -0.0905
H5 2.361 0.969 6.134  0.0766
H6 2.343 1.828 3.808  0.0767
H7 3.148 4.109 3.338  0.0957
H8 4.085 5.468 5.145  0.0998
H9 4.152 4.594 7.474  0.1009
H10 3.295 2.338 7.942  0.1023
C8 0.490 -1.002 4.702  -0.0867
C9 -0.625 -1.686 5.177  -0.0927
C10 -0.501 -2.626 6.192  -0.0841
C11 0.744 -2.898 6.749  -0.0863
C12 1.876 -2.324 6.183  -0.0918
C13 1.743 -1.361 5.189  -0.1289
H11 0.415 -0.433 3.781  0.0940
H12 -1.594 -1.457 4.756  0.0866
H13 -1.389 -3.165 6.499  0.1037
H14 0.820 -3.463 7.670  0.1027
H15 2.880 -2.559 6.512  0.1018
H16 2.624 -0.985 4.680  0.1005
C14 -3.344 2.108 -3.170  -0.0647
C15 -2.274 3.159 -3.017  -0.2763
O8 -1.260 2.979 -4.048  -0.1485
H17 -3.669 2.039 -4.211  0.0864
H18 -4.247 2.396 -2.630  0.0882
H19 -2.990 1.125 -2.874  0.0568
H20 -1.770 3.120 -2.050  0.0743
H21 -2.665 4.180 -3.052  0.1191
H22 -1.531 3.494 -4.812  0.1020
C16 0.656 6.784 -2.510  -0.0732
C17 1.117 5.506 -1.828  -0.2820
O9 1.638 4.599 -2.831  -0.1408
H23 0.517 7.606 -1.806  0.0818
H24 -0.283 6.653 -3.046  0.0743
H25 1.413 7.098 -3.232  0.0791
H26 0.236 5.076 -1.356  0.0939
H27 1.910 5.719 -1.115  0.1159
H28 2.590 4.726 -2.860  0.0915
C18 -2.768 -2.652 2.366  -0.0803
C19 -3.310 -2.184 1.026  -0.2920
O10 -2.325 -2.421 0.035  -0.1084
H29 -3.265 -2.181 3.218  0.0711
H30 -1.746 -2.266 2.449  0.0434
H31 -2.742 -3.736 2.450  0.0839
H32 -3.580 -1.120 1.058  0.1100
H33 -4.219 -2.689 0.700  0.1125
H34 -1.536 -1.909 0.255  0.0063
C20 -3.503 -2.286 -3.411  -0.0816
C21 -3.768 -3.723 -2.997  -0.3159
O11 -4.702 -4.325 -3.880  -0.0758
H35 -4.429 -1.739 -3.574  0.0806
H36 -2.851 -2.239 -4.292  0.0559
H37 -2.917 -1.719 -2.677  0.0514
H38 -4.252 -3.650 -2.018  0.1018
H39 -2.876 -4.335 -2.851  0.0947
H40 -4.302 -4.345 -4.756  0.0859
C22 0.719 -3.571 1.344  -0.0501
C23 1.853 -2.563 1.419  -0.2593
O12 2.461 -2.426 0.118  -0.1212
H41 0.069 -3.515 2.220  0.0708
H42 1.119 -4.581 1.258  0.0861
H43 0.069 -3.323 0.504  0.0582
H44 2.564 -2.865 2.195  0.1161
H45 1.511 -1.585 1.762  0.0939
H46 2.927 -3.249 -0.060  0.1131
C24 0.118 -3.831 -2.587  -0.0428
C25 0.605 -2.409 -2.482  -0.3005
O13 1.987 -2.231 -2.891  -0.0947
H47 0.106 -4.129 -3.637  0.0911
H48 -0.894 -3.830 -2.185  0.0601
H49 0.820 -4.511 -2.100  0.0764
H50 0.619 -2.093 -1.427  0.0665
H51 0.024 -1.671 -3.020  0.0775
H52 2.530 -2.633 -2.207  0.0494

Cartesian forces, eV/Å:
N 0.2 0.1 -0.1
H -0.2 0.0 0.5
H -0.4 -0.7 0.0
H 0.4 0.2 0.0
H 0.5 -0.1 -0.4
Ag -0.4 0.5 -0.4
N -1.7 -0.8 1.1
S 3.2 2.4 0.9
O -0.6 -0.6 -0.1
O -0.7 0.0 -0.2
F -0.4 -0.2 -0.4
S -0.6 -2.7 -1.4
O -0.1 0.7 -0.1
O 0.8 0.5 0.5
F -0.2 1.0 -0.1
C -0.1 -0.9 -0.6
F 0.2 0.2 0.5
F 0.0 0.9 0.3
F -0.2 0.0 0.0
S 1.3 -1.6 -0.9
O -0.4 0.4 0.1
O 0.0 0.8 0.4
O -0.7 0.4 0.2
C 0.8 -0.5 0.0
C -0.8 0.1 -0.2
C 0.1 0.1 0.2
C 0.6 0.1 -0.6
C -0.1 -0.1 0.2
C 0.2 0.1 0.2
H -0.3 0.1 0.0
H 0.0 0.0 0.0
H 0.0 0.0 0.0
H -0.2 0.1 0.2
H 0.0 0.1 0.0
H -0.2 0.0 0.0
C 0.2 -1.1 -0.4
C 0.0 0.3 0.0
C -0.1 0.1 -0.1
C 0.0 0.3 0.1
C 0.1 0.6 0.2
C -0.1 -0.4 -0.7
H -0.1 0.5 0.3
H 0.0 -0.1 0.0
H 0.1 0.1 0.3
H 0.0 -0.5 -0.3
H -0.1 -0.1 0.2
H 0.0 0.2 0.2
C -0.4 0.2 -0.3
C 0.1 0.2 -0.1
O 0.0 0.3 0.8
H 0.2 0.0 -0.1
H 0.2 -0.2 0.4
H -0.1 0.0 0.1
H 0.0 -0.3 0.0
H -0.1 -0.1 -0.3
H 0.2 -0.2 -0.2
C 0.3 0.3 -0.2
C -0.4 0.8 -0.6
O -0.1 -0.5 0.3
H 0.0 -0.1 0.1
H 0.0 -0.2 0.0
H 0.0 0.1 0.0
H 0.4 -0.5 0.2
H -0.2 -0.1 0.3
H 0.0 0.0 -0.1
C 0.1 0.7 0.2
C 0.2 0.3 0.0
O -0.2 -0.2 -0.6
H -0.4 -0.4 -0.1
H 0.0 -0.2 -0.1
H -0.1 0.0 0.1
H 0.2 0.0 0.1
H 0.1 -0.3 0.1
H -0.3 0.0 0.1
C 1.3 0.3 -0.2
C -0.7 0.9 0.6
O 0.1 -0.3 0.0
H -0.1 -0.2 -0.1
H -0.4 -0.1 -0.3
H -0.2 -0.3 0.3
H -0.1 -0.4 -0.1
H 0.1 0.1 -0.3
H 0.0 0.0 0.0
C -0.2 0.5 0.1
C -0.6 -0.3 0.7
O 0.4 0.1 0.6
H 0.3 -0.1 0.2
H -0.2 -0.1 -0.1
H 0.1 -0.3 -0.1
H 0.3 -0.1 -0.4
H -0.1 0.1 -0.5
H 0.0 0.0 -0.1
C 0.3 0.5 -0.9
C 1.1 0.4 0.9
O 0.0 0.2 -0.2
H -0.2 0.1 0.0
H 0.1 -0.5 0.2
H -0.3 0.0 0.4
H -0.6 -0.2 -0.1
H 0.0 -0.5 -0.4
H -0.1 -0.3 -0.1



ORCA calculation (ωB97M-V/def2-TZVPD) on a 2-piece molecular cluster, C26H24N2O2 overall in a non-equilibrium geometry.

max |F| = 2.975 eV/A
multiplicity = 1
total charge = 0
molar mass = 396.5 g mol⁻¹
relative energy (zero: lowest compared OMol25 entry of this formula, charge and spin) = 103.5 kcal per mole
HOMO level = -6.1 eV
E = -34422.8736 eV

Last column: Löwdin charge in e.
Geometry (Å):
C1 -4.995 5.086 -0.732  -0.0548
O1 -3.579 5.208 -0.986  -0.0807
C2 -2.756 4.181 -0.650  -0.2513
C3 -1.409 4.277 -1.077  0.0112
C4 -0.535 3.230 -0.865  -0.0107
C5 -0.911 2.113 -0.081  -0.1754
C6 0.005 0.996 0.178  -0.0559
C7 0.947 0.597 -0.800  -0.0108
C8 1.897 -0.392 -0.627  0.0356
C9 2.844 -0.817 -1.626  -0.2152
C10 3.770 -1.852 -1.326  -0.0364
C11 4.696 -2.287 -2.269  -0.0691
C12 4.726 -1.704 -3.549  -0.0550
C13 3.823 -0.675 -3.859  -0.0623
C14 2.894 -0.231 -2.915  -0.0024
C15 -0.083 0.322 1.475  -0.1799
C16 -0.284 1.080 2.662  -0.0199
C17 -0.247 0.493 3.904  0.0067
C18 -0.160 -0.917 4.017  -0.2514
O2 -0.169 -1.414 5.281  -0.0840
C19 -0.227 -2.840 5.484  -0.0552
C20 -0.057 -1.703 2.844  0.0181
C21 0.030 -1.072 1.613  -0.0184
C22 -2.235 2.082 0.420  -0.0055
C23 -3.173 3.042 0.080  0.0021
H1 -5.402 6.032 -1.089  0.0933
H2 -5.429 4.249 -1.298  0.1014
H3 -5.201 4.961 0.340  0.0936
H4 -1.097 5.178 -1.599  0.1225
H5 0.480 3.279 -1.260  0.1194
H6 0.932 1.155 -1.741  0.1063
H7 2.060 -0.802 0.369  0.1227
H8 3.730 -2.306 -0.332  0.1239
H9 5.401 -3.080 -2.009  0.1099
H10 5.451 -2.045 -4.292  0.1092
H11 3.845 -0.208 -4.846  0.1079
H12 2.186 0.559 -3.163  0.1076
H13 -0.423 2.158 2.585  0.1235
H14 -0.309 1.083 4.815  0.1213
H15 -0.261 -2.941 6.569  0.0920
H16 -1.131 -3.272 5.032  0.1003
H17 0.668 -3.333 5.082  0.0957
H18 -0.016 -2.793 2.899  0.1153
H19 0.155 -1.672 0.712  0.0689
H20 -2.541 1.253 1.057  0.1280
H21 -4.212 2.928 0.393  0.1096
N1 -0.017 -4.337 -2.561  -0.0303
C24 -1.278 -3.904 -2.262  -0.2336
C25 -1.158 -2.771 -1.406  -0.2347
N2 0.166 -2.553 -1.168  -0.0458
C26 0.840 -3.503 -1.894  -0.2904
H22 -2.196 -4.358 -2.611  0.0617
H23 -1.970 -2.182 -0.997  0.0597
H24 1.918 -3.581 -1.922  0.0618

Cartesian forces, eV/Å:
C 0.5 0.0 0.0
O 0.0 -0.5 0.2
C -0.1 -0.5 0.1
C -0.6 0.0 0.0
C 0.0 -0.3 0.3
C -0.4 0.3 -0.1
C 0.6 -0.4 0.0
C -0.5 0.8 0.3
C -0.1 -0.1 0.1
C 0.7 -0.2 -0.8
C -0.3 0.5 0.0
C 0.0 0.2 -0.2
C -0.3 0.1 0.5
C -0.1 0.1 0.2
C 0.2 -0.5 0.2
C -0.3 0.0 0.6
C 0.2 0.1 -0.4
C -0.1 -0.6 0.1
C 0.1 -0.2 -0.5
O -0.1 -0.1 -0.5
C 0.1 0.5 -0.2
C 0.0 0.4 0.9
C 0.0 0.1 -0.2
C 0.5 -0.3 -0.1
C 0.1 0.7 -0.2
H -0.1 -0.2 0.1
H 0.2 0.2 0.1
H 0.1 0.1 -0.3
H -0.1 -0.2 0.0
H -0.2 0.1 0.1
H -0.2 -0.4 0.3
H -0.2 0.0 -0.3
H 0.0 0.1 -0.3
H -0.3 0.3 -0.1
H -0.3 0.1 0.3
H 0.0 -0.2 0.3
H 0.3 -0.3 -0.1
H 0.1 -0.2 0.0
H -0.1 -0.1 -0.2
H 0.0 -0.2 -0.2
H 0.2 0.2 0.1
H -0.2 0.1 0.1
H 0.0 0.4 -0.1
H -0.1 -0.1 0.0
H 0.1 0.1 -0.3
H 0.4 0.1 0.0
N 0.8 0.3 0.3
C 1.2 1.7 1.2
C 0.0 -1.6 -1.0
N 1.0 0.0 -0.3
C -3.0 -0.1 -0.1
H 0.3 -0.1 -0.1
H 0.2 0.1 0.2
H -0.1 -0.1 -0.1



ORCA calculation (ωB97M-V/def2-TZVPD) on C30H25ClLaN4O3SSeTe as an isolated structure in a non-equilibrium geometry.

max |F| = 3.080 eV/A
multiplicity = 1
total charge = +1
molar mass = 902.5 g mol⁻¹
relative energy (zero: lowest compared OMol25 entry of this formula, charge and spin) = 25.3 kcal per mole
HOMO level = -10.7 eV
E = -140467.9535 eV

Last column: Löwdin charge in e.
Geometry (Å):
La1 1.003 -0.125 1.571  1.8670
N1 1.514 1.330 -1.218  0.0866
C1 2.104 1.897 -0.056  -0.4438
C2 3.262 1.359 0.504  -0.1042
C3 3.609 1.745 1.801  -0.0525
C4 2.836 2.648 2.542  -0.2760
C5 1.796 3.246 1.920  -0.0507
C6 1.378 2.830 0.664  -0.0805
S1 3.193 2.982 4.277  0.4287
O1 3.775 4.285 4.376  -0.2741
O2 1.902 2.849 4.899  -0.3310
O3 4.057 1.810 4.454  -0.3527
H1 0.780 1.835 -1.703  0.0641
H2 2.120 0.788 -1.807  0.1015
H3 3.846 0.705 -0.097  0.1200
H4 4.432 1.327 2.324  0.1127
H5 1.166 3.972 2.478  0.1544
H6 0.510 3.244 0.201  0.0999
Te1 -1.718 0.101 -1.177  1.3722
C7 -2.961 -0.969 -2.513  -0.5542
C8 -2.459 -1.544 -3.682  -0.1734
C9 -3.375 -2.067 -4.582  -0.0626
C10 -4.768 -1.948 -4.350  -0.0508
C11 -5.213 -1.380 -3.164  -0.0697
C12 -4.305 -0.850 -2.273  -0.1562
C13 -1.925 1.861 -2.366  -0.5149
C14 -1.713 3.124 -1.782  -0.1705
C15 -1.743 4.321 -2.523  -0.0685
C16 -2.051 4.257 -3.873  -0.0564
C17 -2.309 2.979 -4.431  -0.0665
C18 -2.233 1.781 -3.731  -0.1150
H7 -1.406 -1.497 -3.906  0.1052
H8 -3.059 -2.565 -5.503  0.1143
H9 -5.461 -2.335 -5.073  0.1043
H10 -6.264 -1.102 -3.082  0.1166
H11 -4.613 -0.359 -1.360  0.0914
H12 -1.609 3.224 -0.722  0.0723
H13 -1.410 5.245 -2.078  0.1066
H14 -2.218 5.061 -4.509  0.0859
H15 -2.513 2.907 -5.499  0.1093
H16 -2.333 0.761 -4.238  0.1129
Cl1 -0.829 -2.427 1.814  0.6355
C19 -0.946 -2.992 0.132  -0.6340
C20 -2.155 -3.437 -0.321  -0.0927
C21 -2.136 -4.027 -1.634  -0.0725
C22 -0.963 -4.065 -2.343  -0.0846
C23 0.164 -3.421 -1.858  -0.0403
C24 0.200 -2.813 -0.611  -0.4064
C25 1.396 -2.054 -0.064  -0.3386
H17 -3.049 -3.589 0.287  0.1235
H18 -3.056 -4.499 -1.935  0.1134
H19 -1.010 -4.576 -3.287  0.1145
H20 1.055 -3.409 -2.464  0.1180
H21 2.076 -1.836 -0.904  0.0390
H22 1.919 -2.801 0.539  0.0065
Se1 3.739 -3.165 3.062  1.2068
N2 4.109 -2.747 4.751  -0.1704
C26 3.315 -1.775 5.074  -0.3751
C27 3.197 -1.095 6.311  0.0290
C28 2.302 -0.108 6.448  0.0074
C29 1.475 0.292 5.342  -0.0812
N3 1.603 -0.200 4.140  -0.0165
C30 2.494 -1.248 3.990  -0.4860
N4 2.602 -1.805 2.815  -0.3574
H23 3.848 -1.425 7.113  0.1385
H24 2.219 0.423 7.388  0.1335
H25 0.810 1.062 5.500  0.0886

Cartesian forces, eV/Å:
La 0.1 0.1 -0.6
N 0.6 0.2 1.1
C -0.8 -0.4 -1.5
C -0.3 0.6 0.4
C -0.5 0.0 0.1
C 1.1 -0.2 0.0
C -2.4 1.0 0.1
C 0.0 0.2 -0.1
S 1.3 -1.2 -1.0
O 0.2 0.1 -0.1
O -1.1 0.0 0.5
O 0.1 0.4 1.0
H 0.3 0.1 0.1
H 0.0 0.0 -0.2
H 0.6 -0.6 -0.2
H 0.8 -0.4 0.1
H 0.6 -0.4 -0.4
H -0.5 0.3 -0.1
Te -0.2 0.2 -0.6
C 0.8 0.2 0.1
C -0.6 0.2 0.2
C -0.9 -0.2 -0.4
C 1.3 -0.4 0.6
C -0.7 0.9 -1.2
C -0.1 -0.3 0.7
C 0.0 0.7 0.3
C -0.2 0.0 -0.7
C 0.4 -0.8 -0.5
C -0.5 -2.9 0.8
C 0.1 0.2 -0.5
C 0.5 -0.8 0.0
H 0.1 -0.3 0.0
H 0.1 0.3 0.3
H -0.2 0.0 -0.2
H 0.1 -0.5 0.3
H -0.3 0.0 -0.1
H 0.3 -0.1 0.6
H -0.4 0.2 0.3
H 0.2 1.6 -0.8
H -0.1 0.2 0.2
H 0.0 1.9 0.7
Cl -0.4 0.1 0.5
C -0.4 0.9 0.7
C -0.2 -1.9 -1.6
C -0.4 0.6 2.4
C -0.6 0.1 0.0
C 0.3 0.0 -0.4
C 0.8 0.2 -0.3
C -0.2 -0.5 -0.4
H 0.4 0.4 0.0
H 0.0 0.0 -0.4
H 0.5 0.0 -0.4
H 0.2 0.1 -0.1
H -0.1 0.0 0.2
H 0.3 0.0 0.2
Se 0.8 -0.3 -0.5
N -0.2 -0.8 -0.5
C -0.9 1.4 -1.0
C 0.8 -0.6 0.9
C -0.3 0.2 0.0
C 1.8 -1.2 0.0
N -0.2 -0.7 -0.1
C -0.2 0.8 1.0
N 0.1 -0.3 0.3
H -0.1 0.2 0.1
H -0.1 0.0 -0.1
H -1.5 1.4 0.1



Look up the HOMO level of the third one. -6.1 eV



What is the formula in the fourth record? C30H25ClLaN4O3SSeTe



Which value of HOMO level does entry 2 give? -8.0 eV